The following is a quantum chemistry calculation of an isolated molecule of C6H7BrN2O3, from OMol25.

Calculated values
- lowest unoccupied orbital energy (alpha / beta) (eV) = -0.764 / -0.863
- relative energy (zero: lowest compared OMol25 entry of this formula, charge and spin) (kcal per mole) = 156.2
- orbital gap (alpha / beta) (eV) = 7.4 / 8.6
- charge = 0

Each line ends with the Mulliken charge.
CARTESIAN COORDINATES (ANGSTROEM)
Br: 3.225 1.247 -0.338  -0.07
O: 2.560 -2.993 0.575  -0.59
O: -0.657 2.542 0.546  -0.58
O: 1.335 -3.198 -1.181  -0.62
N: 1.758 -2.578 -0.209  0.99
N: -0.286 1.441 0.179  0.35
C: 0.174 -0.789 -0.651  -0.18
C: 1.150 -1.217 0.163  -0.06
C: -0.656 0.386 -0.404  0.64
C: 2.086 0.865 1.068  -0.56
C: -2.057 0.417 -0.971  -1.45
C: 1.620 -0.551 1.350  -0.42
H: 2.168 1.706 1.751  0.46
H: -2.029 1.207 -1.775  0.31
H: -2.709 0.585 -0.174  0.40
H: 0.751 -0.417 2.027  0.30
H: -2.268 -0.556 -1.436  0.34
H: -0.141 -1.515 -1.466  0.40
H: 2.431 -0.909 1.923  0.34

Forces on the atoms, in the same order (eV/Å):
Br 0.33 -0.26 -0.56
O 0.99 -0.43 0.52
O -0.57 -0.77 -0.63
O 0.36 0.87 0.64
N -1.55 0.54 -0.36
N 2.49 0.82 1.64
C 0.17 -1.30 0.11
C -0.44 -1.55 -2.48
C -1.34 -0.37 -1.15
C -0.54 0.65 -0.47
C 1.66 -0.36 -2.25
C -0.32 3.05 1.26
H -0.55 -0.65 0.41
H -0.67 -0.66 0.93
H -1.42 0.62 0.92
H 0.37 -0.21 -0.06
H -0.13 0.39 0.12
H 0.46 1.25 1.02
H 0.69 -1.64 0.38

=====

The following is a quantum chemistry calculation of an isolated molecule of C6H7Cl, from OMol25.

Calculated values
- lowest unoccupied orbital energy (eV) = -0.280
- relative energy (zero: lowest compared OMol25 entry of this formula, charge and spin) (kcal per mole) = 87.9
- orbital gap (eV) = 8.3
- charge = 0

Each line ends with the Mulliken charge.
CARTESIAN COORDINATES (ANGSTROEM)
Cl: -2.470 1.815 -0.886  -0.04
C: -0.150 -1.285 -0.426  -0.31
C: 0.028 0.909 0.496  -0.96
C: 0.075 -0.417 -1.445  -0.72
C: -0.312 -0.542 0.945  -0.55
C: -1.162 1.561 -1.825  -0.51
C: -0.004 0.979 -1.049  0.62
H: 0.973 1.329 0.715  0.35
H: -1.371 -0.680 1.037  0.28
H: 0.892 1.698 -1.397  0.28
H: -0.632 1.630 0.883  0.41
H: 0.030 -0.863 -2.477  0.35
H: -0.397 -2.312 -0.256  0.42
H: 0.294 -0.985 1.719  0.37

Forces on the atoms, in the same order (eV/Å):
Cl -1.56 0.34 0.98
C 0.39 2.48 1.48
C -0.48 -0.47 -0.49
C -0.66 -4.58 -0.99
C 0.86 0.60 -3.17
C 1.44 -0.51 -0.88
C 1.50 2.79 -0.01
H 1.36 -0.39 0.89
H -0.69 0.20 1.19
H -1.60 -1.71 0.33
H -1.13 0.81 0.70
H 0.32 1.14 0.90
H 0.33 -0.76 -1.32
H -0.06 0.06 0.39

=====

The following is a quantum chemistry calculation of a structure of composition C6H7Cl2LuNO4Pm, from OMol25.

Calculated values
- multiplicity = 5
- lowest unoccupied orbital energy (alpha / beta) (eV) = -18.082 / -18.083
- ⟨S²⟩ = 6.006
- orbital gap (alpha / beta) (eV) = 3.7 / 3.7
- charge = +4

Each line ends with the Löwdin spin population.
CARTESIAN COORDINATES (ANGSTROEM)
Lu: -1.727 -0.430 -5.527  0.00
Pm: 0.424 1.023 -1.174  4.05
Cl: -1.535 2.632 -1.391  -0.03
Cl: -1.447 -2.500 -4.392  0.00
O: 1.257 -1.478 -6.787  0.00
O: 3.000 3.377 -0.343  0.00
O: 1.099 0.710 -3.814  0.00
O: 0.692 0.373 0.871  -0.01
N: -0.210 -0.294 2.859  0.00
C: 2.151 2.663 -0.672  -0.01
C: 0.063 0.261 -4.308  0.00
C: -1.505 -0.603 2.208  0.00
C: 0.808 0.154 2.130  0.00
C: 0.051 -0.723 4.246  0.00
C: 0.249 -0.946 -6.482  0.00
H: -2.173 -1.026 2.971  0.00
H: 0.457 0.113 4.845  0.00
H: -1.966 0.305 1.789  0.00
H: -0.887 -1.086 4.680  0.00
H: -1.374 -1.331 1.384  0.00
H: 0.806 -1.530 4.257  0.00
H: 1.765 0.336 2.649  0.00

Forces on the atoms, in the same order (eV/Å):
Lu -3.63 -1.71 -0.18
Pm -1.62 -0.23 2.23
Cl 1.21 -1.25 -0.27
Cl -0.05 1.70 -0.65
O -6.58 3.66 1.88
O -4.19 -3.45 -1.61
O -8.48 -3.98 -3.95
O -0.21 0.62 -2.11
N 1.77 0.41 -2.04
C 5.45 4.76 2.04
C 9.74 4.73 4.76
C -0.18 -0.04 0.01
C -1.66 -0.85 2.69
C 0.42 -0.13 0.87
C 8.39 -4.52 -3.35
H 0.24 0.18 -0.41
H -0.40 -0.29 -0.31
H 0.21 -0.16 0.33
H 0.38 0.20 -0.06
H 0.08 0.18 0.55
H -0.51 0.26 -0.08
H -0.38 -0.09 -0.34

=====

The following is a quantum chemistry calculation of an isolated molecule of C6H7Cl2P, from OMol25.

Calculated values
- lowest unoccupied orbital energy (alpha / beta) (eV) = -0.981 / -0.810
- relative energy (zero: lowest compared OMol25 entry of this formula, charge and spin) (kcal per mole) = 71.1
- orbital gap (alpha / beta) (eV) = 7.1 / 7.2
- charge = 0

Each line ends with the Mulliken charge.
CARTESIAN COORDINATES (ANGSTROEM)
Cl: 4.919 0.591 0.904  -0.16
Cl: 3.696 -1.366 -1.079  -0.24
P: 1.059 2.740 -0.978  -0.11
C: 1.218 -0.680 -0.287  -0.66
C: 0.142 1.428 -0.881  -0.35
C: 3.195 0.496 0.736  -0.34
C: -1.258 -0.516 0.247  -1.73
C: 0.154 0.245 0.176  0.62
C: 2.591 -0.326 -0.156  0.58
H: 2.624 0.797 1.626  0.27
H: -1.613 -1.050 -0.603  0.38
H: 0.979 -1.571 -0.988  0.22
H: -0.764 1.520 -1.481  0.32
H: 0.485 0.757 1.042  0.28
H: -1.095 -1.261 1.128  0.34
H: -1.970 0.095 0.508  0.59

Forces on the atoms, in the same order (eV/Å):
Cl -0.77 0.29 0.04
Cl -0.44 0.28 -0.21
P 1.30 1.05 -0.03
C 0.99 -0.68 -1.06
C -1.58 -0.82 0.73
C -0.03 0.32 1.25
C 5.67 -2.95 1.95
C -1.14 -0.93 -2.86
C -0.44 -2.28 -0.71
H 0.42 0.36 -0.64
H 0.51 -0.40 -0.99
H 0.36 1.75 1.34
H -0.09 -0.58 -0.19
H -0.31 0.01 1.37
H -0.60 1.03 -1.58
H -3.86 3.56 1.61